No. 1
{
  "formula": "C87H199N13O13",
  "method": "ωB97M-V with the def2-TZVPD basis set",
  "species": ["C", "C", "C", "O", "C", "N", "H", "H", "H", "H", "H", "H", "H", "H", "H", "H", "H", "C", "C", "C", "O", "C", "N", "H", "H", "H", "H", "H", "H", "H", "H", "H", "H", "H", "C", "C", "C", "O", "C", "N", "H", "H", "H", "H", "H", "H", "H", "H", "H", "H", "H", "C", "C", "C", "O", "C", "N", "H", "H", "H", "H", "H", "H", "H", "H", "H", "H", "H", "C", "C", "C", "O", "C", "N", "H", "H", "H", "H", "H", "H", "H", "H", "H", "H", "H", "C", "C", "C", "O", "C", "N", "H", "H", "H", "H", "H", "H", "H", "H", "H", "H", "H", "C", "C", "C", "C", "C", "C", "N", "O", "C", "C", "C", "H", "H", "H", "H", "H", "H", "H", "H", "H", "H", "H", "H", "H", "H", "H", "H", "H", "H", "H", "C", "C", "C", "C", "C", "C", "N", "O", "C", "C", "C", "H", "H", "H", "H", "H", "H", "H", "H", "H", "H", "H", "H", "H", "H", "H", "H", "H", "H", "H", "C", "C", "C", "C", "C", "C", "N", "O", "C", "C", "C", "H", "H", "H", "H", "H", "H", "H", "H", "H", "H", "H", "H", "H", "H", "H", "H", "H", "H", "H", "C", "C", "C", "C", "C", "C", "N", "O", "C", "C", "C", "H", "H", "H", "H", "H", "H", "H", "H", "H", "H", "H", "H", "H", "H", "H", "H", "H", "H", "H", "C", "C", "C", "C", "C", "C", "N", "O", "C", "C", "C", "H", "H", "H", "H", "H", "H", "H", "H", "H", "H", "H", "H", "H", "H", "H", "H", "H", "H", "H", "C", "C", "C", "C", "C", "C", "N", "O", "C", "C", "C", "H", "H", "H", "H", "H", "H", "H", "H", "H", "H", "H", "H", "H", "H", "H", "H", "H", "H", "H", "C", "C", "C", "C", "C", "C", "N", "O", "C", "C", "C", "H", "H", "H", "H", "H", "H", "H", "H", "H", "H", "H", "H", "H", "H", "H", "H", "H", "H", "H"],
  "positions_angstrom": [[-4.31, -21.50, 10.15], [-4.19, -22.90, 10.80], [-3.94, -22.84, 12.35], [-2.65, -22.23, 12.55], [-2.27, -22.33, 13.88], [-5.38, -23.70, 10.58], [-5.00, -20.89, 10.73], [-4.73, -21.60, 9.15], [-3.37, -20.94, 10.09], [-3.34, -23.42, 10.38], [-4.05, -23.84, 12.74], [-4.74, -22.26, 12.85], [-2.26, -23.36, 14.27], [-2.95, -21.70, 14.48], [-1.33, -21.77, 14.06], [-5.30, -24.67, 10.71], [-5.72, -23.40, 9.68], [-2.87, -19.16, 23.62], [-3.84, -19.26, 24.76], [-4.70, -20.43, 24.80], [-3.88, -21.62, 25.16], [-4.81, -22.58, 25.49], [-3.14, -19.03, 26.04], [-2.49, -20.16, 23.42], [-2.05, -18.47, 23.80], [-3.44, -18.85, 22.73], [-4.51, -18.40, 24.66], [-5.20, -20.65, 23.89], [-5.50, -20.35, 25.60], [-5.51, -22.33, 26.27], [-4.26, -23.49, 25.61], [-5.59, -22.70, 24.64], [-2.32, -19.64, 26.04], [-3.68, -19.32, 26.81], [-5.06, -28.20, 13.82], [-4.79, -26.93, 12.97], [-3.38, -26.42, 13.13], [-3.07, -26.38, 14.59], [-1.72, -25.96, 14.67], [-5.10, -27.12, 11.52], [-5.37, -27.98, 14.83], [-4.18, -28.87, 13.96], [-5.93, -28.78, 13.39], [-5.44, -26.11, 13.22], [-3.28, -25.43, 12.76], [-2.67, -27.10, 12.65], [-1.38, -25.23, 13.94], [-1.06, -26.84, 14.60], [-1.54, -25.60, 15.65], [-4.56, -27.81, 11.04], [-5.98, -27.59, 11.42], [3.28, -21.88, 18.90], [2.31, -22.69, 18.07], [2.75, -24.15, 18.09], [2.03, -24.81, 17.11], [2.16, -26.25, 17.04], [0.98, -22.54, 18.65], [3.16, -20.80, 18.89], [4.36, -22.12, 18.59], [3.18, -22.16, 19.96], [2.28, -22.28, 16.99], [2.51, -24.41, 19.15], [3.80, -24.21, 17.84], [3.18, -26.48, 16.67], [1.43, -26.63, 16.29], [2.04, -26.69, 18.05], [0.29, -22.95, 17.98], [0.84, -21.52, 18.67], [-6.60, -23.78, 14.73], [-7.57, -24.56, 13.86], [-8.21, -25.63, 14.74], [-9.00, -26.51, 14.06], [-9.39, -27.60, 14.84], [-8.56, -23.68, 13.23], [-5.75, -24.36, 15.08], [-7.13, -23.37, 15.56], [-6.20, -22.96, 14.08], [-6.95, -25.06, 13.12], [-8.80, -25.01, 15.44], [-7.39, -26.15, 15.24], [-10.51, -27.67, 15.01], [-8.97, -27.55, 15.86], [-8.92, -28.53, 14.37], [-8.04, -23.05, 12.59], [-9.30, -24.19, 12.76], [-10.45, -25.38, 20.27], [-9.34, -25.26, 19.30], [-9.77, -24.32, 18.12], [-10.52, -25.05, 17.25], [-11.16, -24.31, 16.29], [-8.12, -24.75, 19.85], [-10.38, -26.27, 20.85], [-11.44, -25.49, 19.76], [-10.44, -24.50, 20.88], [-9.09, -26.26, 18.91], [-8.93, -23.95, 17.56], [-10.27, -23.41, 18.54], [-11.81, -24.94, 15.70], [-10.48, -23.72, 15.65], [-11.72, -23.54, 16.80], [-7.40, -25.46, 19.89], [-8.28, -24.42, 20.81], [-7.80, -20.80, 16.38], [-7.22, -19.49, 15.66], [-6.89, -19.71, 14.13], [-8.20, -19.95, 13.34], [-9.08, -18.74, 13.51], [-9.37, -18.35, 14.98], [-8.11, -18.32, 15.72], [-8.35, -18.00, 17.14], [-9.83, -16.90, 14.86], [-10.53, -19.20, 15.55], [-5.98, -19.15, 16.40], [-8.35, -20.60, 17.32], [-6.96, -21.48, 16.56], [-8.47, -21.35, 15.68], [-6.44, -18.85, 13.77], [-6.16, -20.53, 13.91], [-8.67, -20.84, 13.63], [-7.93, -20.23, 12.34], [-9.99, -18.87, 12.97], [-8.55, -17.91, 13.08], [-10.88, -16.79, 14.54], [-9.86, -16.41, 15.83], [-9.16, -16.42, 14.19], [-10.85, -18.77, 16.52], [-11.35, -19.22, 14.83], [-10.17, -20.23, 15.69], [-5.17, -19.81, 16.16], [-6.20, -19.23, 17.41], [-5.59, -18.13, 16.23], [-8.74, -18.76, 17.55], [-0.57, -16.55, 18.27], [-0.97, -18.01, 18.38], [-2.43, -18.20, 17.91], [-2.43, -18.21, 16.39], [-1.58, -19.29, 15.80], [-0.10, -19.13, 16.20], [-0.17, -18.99, 17.66], [1.11, -19.15, 18.34], [0.64, -20.43, 15.93], [0.54, -17.96, 15.44], [-1.09, -18.40, 19.87], [-0.77, -16.11, 17.27], [0.47, -16.53, 18.58], [-1.11, -15.92, 18.96], [-2.75, -19.13, 18.34], [-3.04, -17.37, 18.27], [-2.12, -17.21, 15.99], [-3.49, -18.40, 16.13], [-1.62, -19.31, 14.72], [-1.90, -20.28, 16.12], [0.10, -21.20, 16.49], [0.66, -20.65, 14.84], [1.64, -20.38, 16.32], [1.07, -18.39, 14.54], [-0.08, -17.17, 15.07], [1.31, -17.38, 15.96], [-1.76, -17.65, 20.36], [-0.16, -18.36, 20.46], [-1.52, -19.43, 19.93], [1.55, -18.32, 18.08], [0.12, -29.43, 20.11], [-0.83, -29.02, 18.99], [-0.28, -29.55, 17.67], [-1.36, -29.48, 16.56], [-2.56, -30.29, 16.99], [-3.18, -29.77, 18.25], [-2.18, -29.70, 19.26], [-2.70, -29.16, 20.44], [-3.94, -28.44, 17.98], [-4.27, -30.71, 18.73], [-0.98, -27.47, 18.98], [-0.17, -29.11, 21.14], [1.15, -29.13, 19.90], [0.10, -30.51, 20.22], [0.61, -28.99, 17.42], [-0.03, -30.60, 17.90], [-0.88, -29.92, 15.71], [-1.63, -28.42, 16.42], [-2.23, -31.30, 17.21], [-3.34, -30.21, 16.22], [-4.83, -28.56, 17.38], [-4.23, -27.91, 18.89], [-3.38, -27.74, 17.45], [-5.15, -30.66, 18.04], [-3.93, -31.73, 18.75], [-4.63, -30.47, 19.69], [-1.44, -27.04, 18.12], [-0.07, -26.98, 19.22], [-1.67, -27.29, 19.84], [-2.40, -29.80, 21.14], [-4.21, -23.06, 16.84], [-4.35, -23.98, 18.11], [-2.97, -24.36, 18.71], [-2.27, -23.20, 19.44], [-3.14, -22.66, 20.57], [-4.52, -22.26, 20.07], [-5.09, -23.31, 19.18], [-6.34, -22.87, 18.73], [-5.48, -22.11, 21.25], [-4.49, -20.93, 19.36], [-5.13, -25.26, 17.77], [-5.17, -22.88, 16.48], [-3.58, -23.52, 16.10], [-3.75, -22.16, 17.18], [-3.11, -25.19, 19.40], [-2.32, -24.60, 17.83], [-2.10, -22.36, 18.74], [-1.27, -23.47, 19.83], [-2.69, -21.75, 21.08], [-3.33, -23.30, 21.43], [-5.86, -23.05, 21.54], [-4.98, -21.58, 22.09], [-6.38, -21.52, 20.98], [-4.20, -20.13, 20.02], [-3.73, -20.97, 18.54], [-5.39, -20.62, 18.86], [-5.10, -25.97, 18.65], [-4.66, -25.80, 16.89], [-6.16, -25.03, 17.61], [-6.99, -23.45, 19.18], [-7.91, -18.22, 23.91], [-8.32, -19.05, 22.65], [-8.56, -20.50, 23.01], [-9.21, -21.28, 21.86], [-10.44, -20.46, 21.56], [-10.25, -19.04, 21.06], [-9.60, -18.37, 22.19], [-9.32, -17.01, 21.96], [-9.52, -19.01, 19.69], [-11.59, -18.28, 20.80], [-7.14, -18.97, 21.63], [-7.06, -18.62, 24.42], [-8.73, -18.20, 24.62], [-7.74, -17.20, 23.59], [-7.59, -20.92, 23.29], [-9.13, -20.71, 23.95], [-9.55, -22.31, 22.02], [-8.50, -21.37, 21.01], [-11.14, -20.33, 22.45], [-11.02, -21.04, 20.89], [-10.28, -19.26, 18.99], [-8.95, -18.09, 19.52], [-8.80, -19.82, 19.68], [-11.41, -17.26, 20.54], [-12.09, -18.71, 19.88], [-12.29, -18.35, 21.59], [-6.99, -17.91, 21.44], [-7.33, -19.41, 20.65], [-6.32, -19.48, 22.09], [-8.64, -16.90, 21.27], [1.28, -25.40, 23.47], [-0.02, -24.67, 22.95], [-1.06, -24.50, 24.04], [-0.63, -23.50, 25.04], [-0.42, -22.15, 24.26], [0.64, -22.24, 23.16], [0.28, -23.39, 22.31], [1.14, -23.59, 21.23], [0.66, -21.03, 22.23], [2.05, -22.38, 23.75], [-0.57, -25.65, 21.93], [1.87, -24.93, 24.24], [2.00, -25.52, 22.62], [1.16, -26.43, 23.80], [-2.05, -24.36, 23.71], [-1.18, -25.45, 24.48], [0.30, -23.80, 25.52], [-1.36, -23.41, 25.85], [-0.06, -21.35, 24.94], [-1.40, -21.89, 23.82], [0.82, -20.20, 22.91], [1.51, -21.03, 21.58], [-0.25, -20.78, 21.70], [2.43, -21.39, 24.06], [2.19, -22.91, 24.75], [2.72, -22.83, 23.04], [0.14, -25.79, 21.14], [-1.54, -25.26, 21.49], [-0.88, -26.60, 22.37], [0.64, -23.29, 20.45], [-7.32, -25.61, 24.57], [-6.61, -26.52, 23.58], [-5.76, -25.76, 22.54], [-4.67, -26.56, 21.82], [-3.80, -27.25, 22.85], [-4.55, -28.15, 23.84], [-5.66, -27.35, 24.43], [-6.42, -28.24, 25.23], [-4.82, -29.49, 23.09], [-3.61, -28.54, 24.99], [-7.50, -27.47, 22.81], [-6.65, -24.86, 25.06], [-7.86, -26.15, 25.30], [-8.06, -25.02, 24.00], [-6.49, -25.19, 21.97], [-5.27, -24.93, 23.16], [-4.12, -25.80, 21.18], [-5.04, -27.27, 21.11], [-3.30, -26.42, 23.39], [-2.98, -27.80, 22.37], [-5.43, -30.12, 23.78], [-5.27, -29.38, 22.16], [-3.75, -29.93, 22.86], [-2.61, -28.89, 24.62], [-3.50, -27.76, 25.77], [-3.98, -29.34, 25.64], [-8.11, -26.97, 22.06], [-8.26, -27.77, 23.48], [-7.00, -28.35, 22.46], [-6.07, -28.03, 26.12]],
  "e_above_lowest_kj_mol": 128.0,
  "lumo_ev": 0.5,
  "e_homo_ev": -7.86,
  "homo_lumo_gap_ev": 8.3
}


No. 2
{
  "formula": "C11H26NO6S",
  "method": "ωB97M-V with the def2-TZVPD basis set",
  "species": ["C", "C", "S", "C", "N", "C", "O", "C", "O", "C", "C", "O", "C", "O", "C", "O", "C", "C", "O", "H", "H", "H", "H", "H", "H", "H", "H", "H", "H", "H", "H", "H", "H", "H", "H", "H", "H", "H", "H", "H", "H", "H", "H", "H", "H"],
  "positions_angstrom": [[-3.24, 0.33, -1.57], [-3.24, -1.25, -1.10], [-2.98, -1.49, 0.76], [-1.31, -0.79, 1.25], [-0.27, -1.81, 1.66], [1.06, -1.23, 2.09], [1.34, 0.13, 1.59], [1.11, 1.17, 2.60], [2.23, 2.13, 2.72], [1.84, 3.48, 2.29], [2.10, 3.75, 0.67], [0.89, 3.38, -0.12], [-0.14, -2.92, 0.59], [-0.07, -2.22, -0.70], [0.52, -3.05, -1.76], [1.47, -2.16, -2.50], [0.72, -0.97, -3.03], [1.08, 0.41, -2.18], [0.11, 1.49, -2.52], [-3.14, 1.10, -0.70], [-4.27, 0.57, -2.12], [-2.41, 0.55, -2.40], [-4.29, -1.69, -1.44], [-2.42, -1.80, -1.75], [-1.50, -0.11, 2.22], [-0.98, -0.04, 0.41], [-0.66, -2.31, 2.51], [1.17, -1.35, 3.26], [1.91, -1.93, 1.63], [0.89, 0.77, 3.68], [0.13, 1.74, 2.26], [0.75, 3.81, 2.58], [2.56, 4.24, 2.85], [2.23, 4.92, 0.50], [3.07, 3.19, 0.30], [0.12, 4.00, 0.10], [-1.07, -3.66, 0.67], [0.80, -3.61, 0.80], [1.03, -4.03, -1.37], [-0.38, -3.37, -2.47], [1.04, -0.80, -4.16], [-0.45, -1.17, -3.06], [2.20, 0.77, -2.32], [0.95, 0.22, -1.01], [-0.49, 1.60, -1.70]],
  "lumo_ev": -3.2,
  "charge": 1,
  "e_homo_ev": -12.47,
  "homo_lumo_gap_ev": 9.3
}


No. 3
{
  "formula": "C45H36AsCoGeN3O3S2",
  "method": "ωB97M-V with the def2-TZVPD basis set",
  "species": ["Co", "C", "C", "C", "C", "C", "C", "As", "C", "C", "C", "C", "C", "C", "C", "C", "C", "C", "C", "C", "H", "H", "H", "H", "H", "H", "H", "H", "H", "H", "H", "H", "H", "C", "Ge", "C", "C", "C", "C", "C", "C", "C", "C", "C", "C", "C", "C", "C", "C", "C", "C", "C", "C", "H", "H", "H", "H", "H", "H", "H", "H", "H", "H", "H", "H", "H", "H", "H", "N", "C", "N", "S", "H", "H", "H", "H", "O", "C", "N", "S", "O", "O", "C", "C", "C", "C", "C", "C", "H", "H", "H", "H"],
  "positions_angstrom": [[-0.16, 0.08, -0.08], [-2.59, -5.59, 2.26], [-2.10, -5.44, 0.97], [-1.23, -4.40, 0.67], [-0.84, -3.50, 1.66], [-1.34, -3.65, 2.95], [-2.21, -4.70, 3.25], [0.34, -2.05, 1.14], [1.03, -1.46, 2.85], [0.41, -0.58, 3.73], [1.08, -0.20, 4.89], [2.36, -0.67, 5.14], [2.99, -1.53, 4.25], [2.32, -1.93, 3.10], [2.87, -2.82, 2.05], [4.13, -3.41, 2.05], [4.52, -4.20, 0.98], [3.66, -4.40, -0.10], [2.41, -3.81, -0.12], [2.01, -3.03, 0.96], [-3.27, -6.40, 2.49], [-2.39, -6.13, 0.19], [-0.86, -4.28, -0.35], [-1.04, -2.96, 3.73], [-2.59, -4.81, 4.26], [-0.58, -0.20, 3.50], [0.60, 0.48, 5.59], [2.88, -0.36, 6.04], [3.99, -1.87, 4.46], [4.81, -3.25, 2.87], [5.50, -4.66, 0.98], [3.98, -5.01, -0.94], [1.75, -3.93, -0.97], [-1.59, 0.55, 1.01], [-2.82, 1.53, 2.03], [-3.47, 0.58, 3.64], [-3.93, 1.24, 4.78], [-4.37, 0.53, 5.89], [-4.36, -0.86, 5.88], [-3.90, -1.53, 4.75], [-3.46, -0.82, 3.65], [-4.38, 2.11, 0.97], [-4.57, 1.53, -0.29], [-5.65, 1.90, -1.08], [-6.55, 2.86, -0.63], [-6.37, 3.45, 0.61], [-5.29, 3.08, 1.40], [-1.96, 3.20, 2.70], [-1.16, 3.17, 3.84], [-0.37, 4.26, 4.20], [-0.37, 5.40, 3.41], [-1.16, 5.46, 2.28], [-1.95, 4.36, 1.93], [-3.94, 2.33, 4.81], [-4.72, 1.06, 6.77], [-4.70, -1.41, 6.75], [-3.88, -2.62, 4.73], [-3.09, -1.35, 2.77], [-3.85, 0.80, -0.64], [-5.78, 1.44, -2.06], [-7.39, 3.15, -1.25], [-7.06, 4.20, 0.96], [-5.15, 3.55, 2.37], [-1.15, 2.28, 4.47], [0.24, 4.21, 5.09], [0.25, 6.25, 3.68], [-1.17, 6.35, 1.66], [-2.57, 4.41, 1.04], [1.26, 2.61, 1.48], [1.23, 2.08, 0.23], [0.52, 2.72, -0.71], [2.16, 0.70, -0.15], [0.45, 3.14, 1.77], [1.59, 1.97, 2.18], [-0.21, 3.34, -0.40], [0.38, 2.25, -1.62], [-0.11, 1.31, -3.07], [-0.67, 0.20, -3.10], [-0.88, -0.54, -2.00], [-1.41, -2.08, -2.03], [-2.47, -2.02, -3.36], [-0.33, -2.97, -2.44], [-2.02, -1.40, -4.48], [-2.51, -1.83, -5.71], [-2.11, -1.20, -6.87], [-1.22, -0.13, -6.82], [-0.75, 0.31, -5.59], [-1.14, -0.32, -4.41], [-3.19, -2.67, -5.72], [-2.49, -1.54, -7.83], [-0.91, 0.36, -7.73], [-0.07, 1.15, -5.51]],
  "e_above_lowest_kj_mol": 0.0,
  "lumo_ev": [2.5, 2.5],
  "multiplicity": 5,
  "charge": -1,
  "e_homo_ev": [-3.73, -4.27],
  "homo_lumo_gap_ev": [6.3, 6.8]
}


| no. | M (g mol⁻¹) |
| --- | --- |
| 1 | 1635.6 |
| 2 | 300.4 |
| 3 | 937.4 |